*A*
A single C7H12N2 molecule, computed with ωB97M-V/def2-TZVPD.

Structure (XYZ):
```
21
Properties=species:S:1:pos:R:3
H 0.116 3.277 -0.462
N 0.607 2.557 -1.017
C 0.504 1.403 -0.306
C -0.132 1.451 1.089
C -0.713 0.156 1.432
C -0.362 -0.920 0.718
C -1.062 -2.238 1.159
C 0.384 -0.913 -0.502
N -0.469 -1.258 -1.675
C 1.311 0.248 -0.730
H -0.764 2.379 1.204
H 0.863 1.535 1.762
H -1.281 0.039 2.389
H -1.438 -2.877 0.374
H -0.233 -2.882 1.702
H -1.802 -1.936 1.841
H 0.998 -1.891 -0.287
H -0.747 -0.392 -2.266
H 0.053 -1.959 -2.500
H 2.224 0.091 -0.200
H 1.460 0.399 -1.874
```

Its SMILES is [H]/N=C1\CC=C(C)[C@@H](N)C1. As for the charge: 0. For the orbital gap, the calculation gives 9.66 eV. Its LUMO energy is 0.66 eV.

natural (NBO) population analysis, charges in e, atoms 1 to 8: 0.318 -0.615 0.322 -0.507 -0.193 0.012 -0.612 -0.096

***

*B*
A molecular structure, C7H12N2, computed with ωB97M-V/def2-TZVPD.

Structure (XYZ):
```
21
Properties=species:S:1:pos:R:3
C 0.886 -0.062 -0.050
C 0.765 1.438 -0.046
C -0.795 1.663 -0.001
C -1.357 0.294 -0.290
C -1.161 -0.871 0.700
C 0.157 -0.521 1.328
C -0.261 -0.548 -1.068
H 2.806 -0.551 -1.002
H 2.229 -1.617 -0.001
H 1.097 1.752 -1.009
H 1.348 2.100 0.618
H -1.037 2.127 0.912
H -1.099 2.455 -0.738
H -2.282 0.107 -0.877
H -1.891 -1.355 1.272
H 0.224 0.241 2.136
H 0.586 -1.419 1.819
H -1.461 -2.190 -0.987
H -0.288 -0.614 -2.195
N 2.286 -0.697 -0.125
N -0.752 -1.732 -0.394
```

As for the charge: 0. For the orbital gap, the calculation gives 9.23 eV. Its LUMO energy is 1.06 eV.

natural (NBO) population analysis, charges in e, atoms 1 to 8: 0.151 -0.421 -0.427 -0.225 -0.073 -0.422 -0.086 0.354

***

What should be chosen as the most stable of them? Choose *B*.

***

*A*
3 unconnected molecules or ions with the total composition C4H14O2, computed with ωB97M-V/def2-TZVPD.

Structure (XYZ):
```
20
Properties=species:S:1:pos:R:3
C -0.131 -0.530 2.124
C 0.978 -0.048 1.207
C 0.714 -0.538 -0.232
C 1.809 -0.096 -1.112
H -0.346 -1.559 2.212
H -0.082 0.041 3.182
H -1.089 -0.062 1.888
H 0.866 1.018 1.197
H 1.977 -0.390 1.622
H -0.355 -0.247 -0.498
H 0.641 -1.607 -0.156
H 1.738 -0.463 -2.120
H 1.971 1.053 -1.174
H 2.701 -0.629 -0.797
O -1.565 2.041 -0.995
H -0.838 1.744 -0.439
H -1.153 2.749 -1.496
O -2.443 -0.951 -1.135
H -2.231 -0.185 -1.610
H -3.162 -1.341 -1.669
```

Its SMILES is CCCC.O.O. As for the charge: 0. For the orbital gap, the calculation gives 11.41 eV. Its LUMO energy is 0.70 eV.

natural (NBO) population analysis, charges in e, atoms 1 to 8: -0.608 -0.395 -0.417 -0.609 0.210 0.197 0.208 0.184

***

*B*
3 unconnected molecules or ions with the total composition C4H14O2, computed with ωB97M-V/def2-TZVPD.

Structure (XYZ):
```
20
Properties=species:S:1:pos:R:3
C -0.671 -0.070 -1.815
C -0.611 -0.518 -0.329
C 0.147 0.516 0.509
C -2.073 -0.533 0.244
H -0.182 0.857 -2.094
H -0.128 -0.828 -2.391
H -1.685 -0.052 -2.214
H -0.129 -1.491 -0.339
H -0.191 0.559 1.546
H -0.069 1.538 0.183
H 1.228 0.437 0.545
H -2.605 -1.421 -0.092
H -1.940 -0.408 1.311
H -2.652 0.336 -0.081
O 2.577 2.034 -0.582
H 2.390 1.504 -1.351
H 3.330 1.840 -0.066
O 0.979 -1.745 2.335
H 0.796 -1.159 3.067
H 1.490 -1.395 1.614
```

Its SMILES is CC(C)C.O.O. As for the charge: 0. For the orbital gap, the calculation gives 11.53 eV. Its LUMO energy is 0.65 eV.

natural (NBO) population analysis, charges in e, atoms 1 to 8: -0.613 -0.226 -0.610 -0.599 0.202 0.201 0.209 0.201

***

What should be chosen as the most stable of them? Choose *A*.

***

*A*
A molecular structure, C2H2IN3, computed with ωB97M-V/def2-TZVPD.

Structure (XYZ):
```
8
Properties=species:S:1:pos:R:3
C -1.038 0.018 0.678
C 0.313 -0.604 -0.711
N -1.011 -0.489 -0.488
N 1.099 -0.183 0.177
N 0.237 0.232 1.134
I 1.786 0.147 -3.833
H -1.996 0.124 1.142
H 0.609 0.754 1.901
```

As for the charge: 0. For the orbital gap (alpha / beta), the calculation gives 5.57 / 5.56 eV. Its LUMO energy (alpha / beta) is -3.66 / -3.66 eV.

Just the natural (NBO) charges please, in e? Sure, here they are: 0.190 0.522 -0.505 -0.327 -0.360 -0.174 0.226 0.427

***

*B*
2 unconnected molecules or ions with the total composition C2H2IN3, computed with ωB97M-V/def2-TZVPD.

Structure (XYZ):
```
8
Properties=species:S:1:pos:R:3
I 2.158 0.256 0.534
C 0.158 0.425 0.083
N -1.009 -0.041 -0.041
C -0.798 1.428 -0.510
H -1.190 2.315 0.118
H -0.818 1.470 -1.534
N 1.259 -2.888 0.880
N 0.241 -2.964 0.470
```

Its SMILES is IC1=NC1.N#N. As for the charge: 0. For the orbital gap, the calculation gives 9.65 eV. Its LUMO energy is 0.05 eV.

Just the natural (NBO) charges please, in e? Sure, here they are: 0.249 0.022 -0.327 -0.315 0.193 0.182 -0.016 0.012

***

What should be chosen as the most stable of them? Choose *B*.

***

*A*
2 unconnected molecules or ions with the total composition C3H10NO3, computed with ωB97M-V/def2-TZVPD.

Structure (XYZ):
```
17
Properties=species:S:1:pos:R:3
O -0.043 -0.619 -1.820
C 0.254 0.138 -0.969
O -0.025 1.486 -0.915
C 1.152 -0.298 0.178
C 0.294 -0.242 1.394
N 1.459 -1.789 -0.088
H -0.472 1.896 -1.706
H 2.108 0.305 0.296
H -0.301 0.623 1.480
H -0.478 -1.046 1.407
H 0.785 -0.264 2.387
H 0.632 -2.415 -0.293
H 1.595 -2.202 0.843
H 2.130 -1.887 -0.862
H -3.169 1.849 1.389
H -2.766 0.643 2.136
O -2.492 1.311 1.475
```

As for the charge: +1. For the orbital gap, the calculation gives 11.34 eV. Its LUMO energy is -3.55 eV.

natural (NBO) population analysis, charges in e, atoms 1 to 8: -0.552 0.790 -0.686 -0.149 -0.683 -0.699 0.533 0.280

***

*B*
2 unconnected molecules or ions with the total composition C3H10NO3, computed with ωB97M-V/def2-TZVPD.

Structure (XYZ):
```
17
Properties=species:S:1:pos:R:3
O -1.166 -0.767 -1.956
C -1.469 0.220 -1.390
C -0.338 0.707 -0.172
C 0.942 1.148 -1.000
O 2.108 0.507 -0.503
N 0.026 -0.561 0.648
H -2.407 0.855 -1.293
H -0.550 1.501 0.574
H 1.016 2.276 -0.986
H 0.891 0.954 -2.099
H 2.968 1.257 -0.679
H 0.513 -1.329 0.069
H 0.882 -0.272 1.394
H -0.543 -0.875 1.422
H -1.401 -1.067 3.729
H 0.294 -0.815 3.515
O -0.524 -1.116 3.108
```

As for the charge: +1. For the orbital gap, the calculation gives 10.57 eV. Its LUMO energy is -3.73 eV.

natural (NBO) population analysis, charges in e, atoms 1 to 8: -0.450 0.466 -0.182 -0.099 -0.747 -0.739 0.174 0.232

***

What should be chosen as the most stable of them? Choose *A*.

***

*A*
2 unconnected molecules or ions with the total composition C3H10NO3, computed with ωB97M-V/def2-TZVPD.

Structure (XYZ):
```
17
Properties=species:S:1:pos:R:3
O 1.275 -0.697 0.899
C 0.139 -0.597 0.516
O -0.756 -1.571 0.628
C -0.440 0.583 -0.202
C -1.566 1.387 0.525
N 0.714 1.546 -0.449
H -0.196 -2.324 0.885
H -1.023 0.306 -1.070
H -2.052 1.953 -0.308
H -2.342 0.774 0.967
H -1.149 2.171 1.154
H 1.513 1.407 0.187
H 0.374 2.496 -0.295
H 0.969 1.494 -1.436
H 1.155 -3.081 -1.352
H 2.153 -3.046 -0.215
O 1.233 -2.801 -0.432
```

As for the charge: +1. For the orbital gap, the calculation gives 11.29 eV. Its LUMO energy is -3.61 eV.

natural (NBO) population analysis, charges in e, atoms 1 to 8: -0.576 0.772 -0.650 -0.166 -0.611 -0.675 0.536 0.270

***

*B*
2 unconnected molecules or ions with the total composition C3H10NO3, computed with ωB97M-V/def2-TZVPD.

Structure (XYZ):
```
17
Properties=species:S:1:pos:R:3
O 2.400 0.449 -0.570
C 1.396 0.340 -1.205
C 0.119 -0.121 -0.442
C -1.059 0.587 -1.144
O -1.214 -0.186 -2.307
N 0.165 0.082 1.053
H 1.180 0.585 -2.260
H 0.030 -1.281 -0.643
H -0.708 1.592 -1.451
H -1.959 0.646 -0.563
H -2.134 -0.434 -2.416
H 0.387 1.000 1.430
H -0.571 -0.423 1.516
H 0.927 -0.618 1.334
H -1.805 -0.658 3.931
H -0.764 -1.590 4.022
O -0.962 -0.829 3.456
```

As for the charge: +1. For the orbital gap, the calculation gives 10.81 eV. Its LUMO energy is -3.59 eV.

natural (NBO) population analysis, charges in e, atoms 1 to 8: -0.477 0.430 -0.187 -0.088 -0.713 -0.693 0.175 0.264

***

What should be chosen as the most stable of them? Choose *A*.

***

*A*
A gas-phase ion, C4H9NO2 (charge +1), computed with ωB97M-V/def2-TZVPD.

Structure (XYZ):
```
16
Properties=species:S:1:pos:R:3
C 0.688 0.861 1.410
O 1.796 0.210 2.046
C 0.896 0.896 -0.150
C -0.503 0.912 -0.800
C -0.961 -0.565 -0.861
N -0.874 -1.167 -2.057
O -1.382 -1.127 0.146
H -0.242 0.514 1.837
H 0.880 1.906 1.630
H 1.474 -0.624 2.358
H 1.383 1.856 -0.336
H 1.666 0.154 -0.366
H -1.200 1.308 -0.052
H -0.680 1.380 -1.766
H -0.043 -0.993 -2.602
H -1.116 -2.159 -2.038
```

As for the spin multiplicity: 2. As for the charge: +1. For the orbital gap (alpha / beta), the calculation gives 9.80 / 4.76 eV. Its LUMO energy (alpha / beta) is -4.44 / -9.45 eV.

natural (NBO) population analysis, charges in e, atoms 1 to 8: -0.090 -0.693 -0.455 -0.423 0.667 -0.710 -0.103 0.188

***

*B*
A molecular structure, C4H9NO2, computed with ωB97M-V/def2-TZVPD.

Structure (XYZ):
```
16
Properties=species:S:1:pos:R:3
C -2.562 0.002 -0.684
N -1.106 0.052 -1.028
C 2.525 0.145 -0.648
C -0.872 -0.335 0.209
C 0.063 0.321 1.266
O 0.500 -0.743 2.063
O 0.244 1.464 1.446
H -3.133 0.377 -1.538
H -2.918 -1.009 -0.458
H -2.877 0.568 0.212
H 1.653 0.780 -0.832
H 3.238 0.379 -1.439
H 2.285 -0.912 -0.733
H 2.994 0.576 0.237
H -1.204 -1.284 0.633
H 1.171 -0.380 1.293
```

As for the spin multiplicity: 2. As for the charge: +1. For the orbital gap (alpha / beta), the calculation gives 9.12 / 7.90 eV. Its LUMO energy (alpha / beta) is -7.45 / -8.93 eV.

natural (NBO) population analysis, charges in e, atoms 1 to 8: -0.534 -0.017 -0.921 0.207 0.579 -0.534 -0.363 0.308

***

What should be chosen as the most stable of them? Choose *A*.